Entry 1:
This record from the OMol25 dataset describes C8H13BrNiO7S2 as an isolated structure. The level of theory is the ωB97M-V functional and the def2-TZVPD basis.

Summary:
LUMO (alpha / beta) (eV): -10.03 / -12.26
ΔE to the lowest compared entry with this formula, charge and spin (kcal per mole): 0.0
Highest occupied orbital energy (alpha / beta) (eV): -16.605 / -16.604
HOMO-LUMO gap (alpha / beta) (eV): 6.57 / 4.34
⟨S²⟩: 2.0052

```
! wB97M-V def2-TZVPD RIJCOSX def2/J DEFGRID3
* xyz 2 3
C 0.4485 1.9674 -2.9951
C -0.5694 1.6963 -1.9505
O -0.4890 2.0404 -0.7914
O -1.6453 1.0293 -2.4191
C -2.3210 0.2409 -1.4512
C -1.8702 -1.2166 -1.3969
C -0.4953 -1.3902 -0.7325
C -0.5926 -1.2058 0.7742
C 0.7687 -1.1994 1.4615
Br 0.8064 -2.8437 2.7203
O 1.8521 -1.4669 0.6837
S 3.2412 -1.0046 1.4250
O 3.6813 -2.1592 2.1184
O 4.0462 -0.2576 0.5599
O 2.5037 -0.0459 2.4974
C 1.1625 0.1259 2.1780
O 1.0739 1.1050 1.2237
S 0.2475 0.4110 3.7648
H 0.0666 2.6778 -3.7275
H 1.3428 2.3678 -2.5273
H 0.7013 1.0455 -3.5155
H -2.2380 0.7172 -0.4743
H -3.3803 0.2578 -1.7016
H -2.6621 -1.7612 -0.8811
H -1.7653 -1.6049 -2.4093
H 0.1836 -0.6186 -1.0915
H -0.0730 -2.3620 -0.9835
H -1.1832 -2.0132 1.2200
H -1.0983 -0.2701 1.0117
H 0.3289 1.7010 1.3366
H -0.8530 1.1101 3.3567
Ni -1.2193 2.9263 2.7164
*
```

=====

Entry 2:
This record from the OMol25 dataset describes a single C5H9NO molecule. The level of theory is the ωB97M-V functional and the def2-TZVPD basis.

Summary:
LUMO (alpha / beta) (eV): 0.72 / 0.65
ΔE to the lowest compared entry with this formula, charge and spin (kcal per mole): 155.0
Highest occupied orbital energy (alpha / beta) (eV): -8.025 / -8.755
HOMO-LUMO gap (alpha / beta) (eV): 8.74 / 9.40

```
! wB97M-V def2-TZVPD RIJCOSX def2/J DEFGRID3
* xyz 0 1
C -1.5515 -0.0814 0.0686
C -0.3822 -0.4937 -0.7275
C -1.5236 1.3883 0.1313
C 0.9152 0.0507 -0.1349
C 1.8434 -0.9769 0.3523
N 0.8359 1.2523 0.5530
O 1.4017 1.2534 -0.6717
H -2.5332 -0.5240 -0.1287
H -1.4708 -0.5975 1.0966
H -0.3037 -1.6613 -0.9662
H -0.4451 0.0203 -1.7301
H -1.8482 1.9075 -0.6977
H -1.4740 1.9007 1.1056
H 1.3058 -1.7419 0.7822
H 2.4337 -0.5727 1.2177
H 2.7964 -1.1240 -0.2504
*
```

=====

Entry 3:
This record from the OMol25 dataset describes a single C2H4NP molecule. The level of theory is the ωB97M-V functional and the def2-TZVPD basis.

Summary:
LUMO (eV): 0.71
ΔE to the lowest compared entry with this formula, charge and spin (kcal per mole): 94.6
Highest occupied orbital energy (eV): -7.537
Structure (SMILES): PN1C=C1
HOMO-LUMO gap (eV): 8.25

```
! wB97M-V def2-TZVPD RIJCOSX def2/J DEFGRID3
* xyz 0 1
P -1.3609 -0.0602 0.2938
N 0.2607 0.0470 -0.3947
C 1.3603 0.6274 0.3232
C 1.3620 -0.6738 0.2848
H -1.8871 -0.9195 -0.5986
H -1.5199 1.0335 -0.4610
H 1.9743 1.4308 0.2589
H 1.3698 -1.6410 0.6874
*
```

=====

Entry 4:
This record from the OMol25 dataset describes C45H29F6N4O10Ru as an isolated structure. The level of theory is the ωB97M-V functional and the def2-TZVPD basis.

Summary:
LUMO (alpha / beta) (eV): 0.96 / 0.51
ΔE to the lowest compared entry with this formula, charge and spin (kcal per mole): 15.7
Highest occupied orbital energy (alpha / beta) (eV): -4.906 / -5.912
HOMO-LUMO gap (alpha / beta) (eV): 5.86 / 6.43
⟨S²⟩: 6.0472

```
! wB97M-V def2-TZVPD RIJCOSX def2/J DEFGRID3
* xyz -1 5
Ru 0.5042 0.0308 0.0105
O 0.6600 0.3050 1.9090
C -0.0509 -0.3531 2.9144
C -1.3079 -1.0739 2.3431
C -2.1158 -0.3025 1.3411
C -3.4822 -0.1611 1.5329
C -4.2470 0.5059 0.5958
C -3.6265 1.0111 -0.5291
C -2.2602 0.8603 -0.6833
C -1.5718 1.4291 -1.8789
C -0.7963 0.3332 -2.6538
O 0.2626 -0.1721 -1.9028
C -1.7890 -0.7875 -2.9970
C -2.8968 -0.5268 -3.7977
C -3.8055 -1.5329 -4.0847
C -3.6184 -2.8080 -3.5681
C -2.5088 -3.0729 -2.7808
C -1.5904 -2.0694 -2.4994
C -0.1929 0.8955 -3.9502
C 0.3742 -0.0059 -4.8454
C 0.9860 0.4381 -6.0054
C 1.0357 1.7949 -6.2933
C 0.4880 2.6978 -5.3979
C -0.1200 2.2531 -4.2307
N -1.5302 0.2003 0.2375
C -0.3757 0.6758 4.0083
C -1.6318 1.2344 4.2019
C -1.8253 2.1993 5.1835
C -0.7651 2.6352 5.9600
C 0.5017 2.1097 5.7463
C 0.6909 1.1371 4.7786
C 0.8132 -1.4723 3.5301
C 1.9604 -1.9073 2.8777
C 2.7179 -2.9390 3.4150
C 2.3352 -3.5432 4.6027
C 1.1929 -3.1066 5.2582
C 0.4341 -2.0765 4.7234
H -1.9373 -1.3711 3.1805
H -0.9458 -1.9783 1.8526
H -3.9358 -0.5710 2.4240
H -5.3109 0.6371 0.7408
H -4.1900 1.5329 -1.2886
H -0.8541 2.1715 -1.5380
H -2.3006 1.9025 -2.5321
H -3.0420 0.4623 -4.2184
H -4.6586 -1.3297 -4.7206
H -4.3279 -3.5952 -3.7913
H -2.3515 -4.0679 -2.3831
H -0.7133 -2.2760 -1.8998
H 0.3440 -1.0657 -4.6236
H 1.4341 -0.2795 -6.6815
H 1.5061 2.1496 -7.2014
H 0.5386 3.7625 -5.5901
H -0.5211 2.9869 -3.5450
H -2.4694 0.9476 3.5840
H -2.8101 2.6303 5.3176
H -0.9195 3.3985 6.7126
H 1.3450 2.4545 6.3320
H 1.6790 0.7306 4.6003
H 2.2614 -1.4376 1.9535
H 3.6110 -3.2647 2.8967
H 2.9221 -4.3522 5.0200
H 0.8913 -3.5647 6.1924
H -0.4517 -1.7354 5.2482
F 7.1270 0.5293 -2.8438
C 5.9794 0.3307 -2.1791
C 5.9290 -0.5601 -1.1225
F 7.0348 -1.2277 -0.7681
C 4.7463 -0.7662 -0.4460
F 4.7211 -1.6368 0.5727
C 3.5486 -0.0981 -0.7791
O 2.4855 -0.3437 -0.0713
C 3.6403 0.7883 -1.8746
F 2.5527 1.4445 -2.2714
C 4.8259 0.9995 -2.5483
F 4.8709 1.8448 -3.5854
F 0.2882 -1.9378 0.1478
O 3.5680 5.8083 3.7654
N 2.3980 6.1581 3.8271
O 2.0128 7.1051 4.5007
C 1.4248 5.4167 3.0725
C 0.0865 5.7497 3.1753
C -0.8673 5.0405 2.4820
C -0.5354 3.9094 1.6187
O -1.3765 3.2550 1.0061
C 0.9250 3.6462 1.5283
C 1.8423 4.3760 2.2516
N 1.4639 2.6699 0.6783
O 0.7200 2.0395 -0.1748
O 2.6768 2.4429 0.6588
N -2.2313 5.4539 2.6705
O -3.1468 4.7988 2.2063
O -2.4291 6.4720 3.3361
H -0.2233 6.5606 3.8152
H 2.8913 4.1393 2.1582
*
```

=====

Entry 5:
This record from the OMol25 dataset describes C17H19CaF5N5O4Se as an isolated structure. The level of theory is the ωB97M-V functional and the def2-TZVPD basis.

Summary:
LUMO (eV): -2.75
Highest occupied orbital energy (eV): -10.238
HOMO-LUMO gap (eV): 7.49

```
! wB97M-V def2-TZVPD RIJCOSX def2/J DEFGRID3
* xyz 1 1
Ca 1.3148 0.2253 -0.3844
N -2.7782 -1.4891 -1.6138
C -3.6240 -0.6127 -0.7514
C -2.9436 0.6763 -0.3786
C -2.2310 0.7389 1.0138
N -0.8181 1.1409 0.8892
C -2.4674 -0.4714 1.9579
C -3.0250 -1.7561 1.4299
N -2.0574 -2.6536 0.6161
C -4.1783 -1.4491 0.4627
H -2.1115 -0.9623 -2.1432
H -3.3409 -2.1472 -2.0811
H -2.1522 -2.3742 -0.4430
H -4.4952 -0.2707 -1.3454
H -3.7178 1.5014 -0.4214
H -2.2199 0.9591 -1.1797
H -2.7637 1.6096 1.5366
H -0.5162 1.4507 1.8248
H -0.7766 2.0299 0.3621
H -3.3046 -0.2185 2.6688
H -1.4889 -0.6542 2.4735
H -3.3544 -2.3491 2.3211
H -2.3131 -3.6438 0.7456
H -1.0686 -2.4425 0.8200
H -4.8332 -0.7784 0.9726
H -4.7966 -2.2897 0.1758
O 4.8365 -5.5391 -0.1448
C 3.7991 -4.7537 -0.4864
O 2.7532 -5.2451 -0.8440
C 3.9736 -3.2828 -0.3861
C 5.0463 -2.4763 -0.5306
N 4.5872 -1.1865 -0.4360
N 3.2428 -1.1306 -0.2902
C 2.8000 -2.3424 -0.0930
C 1.4137 -2.5584 0.5002
O 1.2206 -3.2831 1.5005
O 0.5239 -1.7971 -0.0926
H 5.6868 -5.0655 -0.0342
H 6.1098 -2.7703 -0.7359
H 5.1052 -0.3675 -0.0622
F 2.7250 7.0639 0.0939
C 1.9764 5.9789 -0.3114
C 0.7392 6.1176 -0.9841
F 0.2239 7.3775 -1.1431
C 0.0719 4.9655 -1.3235
F -1.0569 4.9068 -2.0013
C 0.6732 3.6822 -1.1036
Se 0.3764 2.2962 -2.3867
C 1.6243 3.6406 -0.1314
F 2.0370 2.4749 0.4258
C 2.2867 4.7905 0.2954
F 3.2857 4.7341 1.1770
*
```

=====

Entry 6:
This record from the OMol25 dataset describes C14H11N5ReS3 as an isolated structure. The level of theory is the ωB97M-V functional and the def2-TZVPD basis.

Summary:
LUMO (alpha / beta) (eV): -8.80 / -9.19
Highest occupied orbital energy (alpha / beta) (eV): -15.102 / -15.480
HOMO-LUMO gap (alpha / beta) (eV): 6.30 / 6.29
⟨S²⟩: 3.7896

```
! wB97M-V def2-TZVPD RIJCOSX def2/J DEFGRID3
* xyz 2 4
Re 0.0274 -0.6841 -0.4503
S -0.0449 0.1107 1.6751
C 0.2552 1.6727 0.9208
S 0.0768 1.5613 -0.8262
C 0.5579 2.8044 1.5895
C 0.7459 4.0178 0.8536
N 0.8827 4.9935 0.2629
C 0.6682 2.7632 3.0153
N 0.7117 2.6324 4.1558
C 5.3278 -0.4225 -1.6246
N 4.5018 -1.0042 -0.5357
C 5.1882 -1.6792 0.5972
C 3.2313 -0.9127 -0.5527
N 2.0639 -0.8288 -0.5683
H 5.9360 -1.2178 -2.0484
H 5.9551 0.3571 -1.1989
H 4.6759 -0.0040 -2.3857
H 5.7462 -2.5253 0.2036
H 4.4460 -2.0207 1.3129
H 5.8557 -0.9609 1.0672
S -3.7303 -3.0572 -1.0615
C -2.1466 -2.5524 -0.9306
N -1.9603 -1.2726 -0.6045
C -3.1943 -0.6218 -0.4117
C -3.3988 0.7026 -0.0291
C -4.7007 1.1323 0.1060
C -5.7875 0.2760 -0.1320
C -5.5952 -1.0347 -0.5061
C -4.2767 -1.4720 -0.6384
H -1.3269 -3.2406 -1.1092
H -2.5746 1.3757 0.1543
H -4.8925 2.1543 0.4023
H -6.7936 0.6544 -0.0160
H -6.4306 -1.6969 -0.6866
*
```

=====

Question: What is the formula in the fifth record?
Answer: C17H19CaF5N5O4Se